# 1
A structure of composition C18H23N8O6Te4V at a distorted geometry, computed with ωB97M-V/def2-TZVPD.

Geometry as ORCA input:
```
! RIJCOSX wB97M-V def2-TZVPD def2/J DEFGRID3
* xyz -1 4
V 1.153 -0.057 0.307
O 2.265 -3.569 -1.616
C 1.995 -2.330 -1.187
O 2.290 -1.959 -0.041
C 1.759 -1.323 -2.269
C 1.975 -1.428 -3.631
C 1.677 -0.311 -4.407
C 1.170 0.848 -3.835
C 0.968 0.862 -2.461
N 1.279 -0.199 -1.743
C 0.316 1.978 -1.636
O 0.076 3.042 -2.192
O 0.109 1.666 -0.410
H 2.424 -4.103 -0.824
H 2.356 -2.340 -4.066
H 1.830 -0.357 -5.478
H 0.920 1.720 -4.421
Te -0.574 -1.424 2.160
Te -2.700 -2.819 2.894
Te -2.533 -4.155 -0.698
Te -0.884 -2.113 -0.750
N -3.603 0.484 2.272
C -2.768 1.683 1.952
C -1.934 2.210 3.122
N -0.857 3.066 2.667
H -4.349 0.403 1.579
H -4.034 0.552 3.193
H -3.180 -0.479 2.247
H -3.477 2.447 1.622
H -2.131 1.412 1.115
H -1.513 1.383 3.699
H -2.575 2.795 3.792
H -1.196 3.765 2.016
H -0.184 2.515 2.147
C 4.449 3.328 0.722
N 3.565 2.678 1.673
C 3.332 3.208 2.920
C 2.479 2.642 3.776
C 1.752 1.428 3.387
O 0.965 0.871 4.139
N 2.025 0.945 2.123
C 2.882 1.550 1.292
O 3.025 1.078 0.135
H 5.227 3.861 1.267
H 3.902 4.029 0.089
H 4.900 2.572 0.086
H 3.892 4.106 3.145
H 2.296 3.059 4.754
N -4.386 1.654 -3.565
C -4.597 0.653 -2.637
C -3.864 0.613 -1.443
N -4.073 -0.321 -0.535
C -5.003 -1.245 -0.800
C -5.732 -1.188 -1.973
N -5.544 -0.241 -2.892
H -3.475 2.084 -3.548
H -4.724 1.429 -4.487
H -3.080 1.339 -1.244
H -5.106 -2.065 -0.101
H -6.483 -1.937 -2.194
*
```

Calculated values
Maximum force = 1.1 eV/Å
E_HOMO (alpha / beta) = -3.132 / -3.140 eV
E_LUMO (alpha / beta) = 2.1 / 2.0 eV
<S²> = 3.7687
ΔE to the lowest compared entry with this formula, charge and spin = 0.0 kcal per mole
Kohn-Sham gap (alpha / beta) = 5.25 / 5.12 eV

The molecule's Löwdin atomic charges, reported in e, are given here: V 0.478; O 0.105; C -0.609; O -0.064; C -0.260; C 0.019; C -0.039; C 0.020; C -0.155; N -0.025; C -0.596; O 0.028; O -0.127; H 0.139; H 0.119; H 0.106; H 0.116; Te 0.192; Te -0.104; Te -0.178; Te 0.221; N 0.102; C -0.188; C -0.280; N 0.030; H 0.109; H 0.141; H -0.129; H 0.123; H 0.087; H 0.089; H 0.109; H 0.073; H 0.042; C -0.019; N -0.053; C -0.064; C 0.008; C -0.532; O -0.023; N 0.100; C -0.520; O -0.038; H 0.085; H 0.098; H 0.088; H 0.120; H 0.107; N 0.112; C -0.382; C -0.095; N 0.050; C -0.177; C -0.126; N 0.114; H 0.088; H 0.086; H 0.111; H 0.066; H 0.102

=====

# 2
The molecule C18H23NO2, computed with ωB97M-V/def2-TZVPD.

Geometry as ORCA input:
```
! RIJCOSX wB97M-V def2-TZVPD def2/J DEFGRID3
* xyz 0 1
C 1.086 3.136 -0.516
H 1.159 4.131 -0.080
C 1.617 2.084 0.448
H 2.671 2.270 0.661
C 0.841 2.095 1.769
N 1.330 1.066 2.676
C 1.787 1.548 3.958
H 2.490 2.366 3.780
C 0.691 2.053 4.920
O 1.234 2.695 6.048
H 1.828 2.083 6.497
H 0.044 1.218 5.227
H 0.072 2.805 4.425
H 2.339 0.735 4.447
C 0.470 -0.104 2.749
C 0.458 -0.816 1.423
C 1.610 -1.450 0.969
C 1.626 -2.062 -0.270
C 0.504 -2.045 -1.080
C -0.647 -1.406 -0.635
C -0.669 -0.805 0.618
H -1.580 -0.327 0.945
O -1.814 -1.396 -1.357
C -1.771 -1.248 -2.718
C -0.807 -0.482 -3.365
C -0.865 -0.325 -4.738
C -1.877 -0.920 -5.472
C -2.844 -1.670 -4.824
C -2.795 -1.837 -3.453
H -3.542 -2.416 -2.933
H -3.640 -2.132 -5.389
H -1.914 -0.794 -6.543
H -0.114 0.272 -5.234
H -0.025 -0.005 -2.791
H 0.515 -2.525 -2.047
H 2.520 -2.560 -0.615
H 2.492 -1.448 1.589
H -0.564 0.153 3.036
H 0.881 -0.773 3.511
H 0.954 3.080 2.229
H -0.227 1.951 1.559
H 1.541 1.096 -0.005
H 1.654 3.126 -1.444
H 0.041 2.943 -0.752
*
```

Calculated values
Maximum force = 0.5 eV/Å
E_HOMO = -8.254 eV
E_LUMO = 0.8 eV
ΔE to the lowest compared entry with this formula, charge and spin = 33.4 kcal per mole
Kohn-Sham gap = 9.04 eV

The molecule's Löwdin atomic charges, reported in e, are given here: C -0.111; H 0.069; C -0.232; H 0.112; C -0.202; N -0.172; C -0.186; H 0.126; C -0.261; O -0.065; H 0.085; H 0.115; H 0.118; H 0.121; C -0.158; C -0.221; C -0.049; C -0.066; C -0.020; C -0.255; C 0.042; H 0.127; O 0.036; C -0.263; C -0.023; C -0.081; C -0.100; C -0.086; C -0.006; H 0.117; H 0.103; H 0.099; H 0.104; H 0.116; H 0.122; H 0.106; H 0.116; H 0.123; H 0.129; H 0.120; H 0.122; H 0.090; H 0.067; H 0.069

=====

# 3
A structure of composition C18H24Br36N3 at a distorted geometry, computed with ωB97M-V/def2-TZVPD.

Geometry as ORCA input:
```
! RIJCOSX wB97M-V def2-TZVPD def2/J DEFGRID3
* xyz 1 1
C -2.783 -0.591 -1.093
C -2.139 0.057 -0.314
C -1.431 0.989 0.542
C 0.096 0.821 0.423
C 0.892 2.095 0.578
N 0.500 3.087 -0.448
C 0.481 4.402 -0.172
N -0.322 4.897 0.839
N 1.229 5.313 -0.845
H -3.413 -1.015 -1.845
H -1.742 2.011 0.331
H -1.705 0.800 1.580
H 0.401 0.166 1.234
H 0.360 0.346 -0.517
H 0.770 2.535 1.562
H 1.939 1.854 0.400
H 0.200 2.762 -1.357
H 0.203 5.011 1.706
H -1.048 4.201 0.994
H 1.710 4.835 -1.608
H 1.918 5.686 -0.192
C -2.972 8.483 0.867
Br -4.155 8.677 2.369
Br -1.895 10.046 0.593
Br -1.863 6.895 1.016
H -3.588 8.357 -0.011
C 0.951 -2.179 -0.189
Br 0.602 -2.626 1.641
Br 2.681 -1.335 -0.416
Br 0.749 -3.697 -1.329
H 0.205 -1.460 -0.492
C -6.046 -0.546 -4.127
Br -7.322 -0.272 -2.725
Br -5.177 1.094 -4.634
Br -4.767 -1.915 -3.676
H -6.590 -0.899 -4.991
C -9.489 -4.254 -3.495
Br -8.494 -3.683 -5.042
Br -8.325 -4.749 -2.048
Br -10.786 -2.945 -2.950
H -10.034 -5.140 -3.784
C -1.042 -5.909 4.100
Br 0.092 -7.412 3.729
Br -0.069 -4.471 4.937
Br -1.955 -5.308 2.521
H -1.793 -6.237 4.802
C -10.490 1.855 -1.066
Br -11.165 1.491 -2.827
Br -10.199 0.233 -0.071
Br -8.913 2.959 -1.120
H -11.249 2.415 -0.541
C 4.232 0.208 2.475
Br 4.200 1.892 1.525
Br 5.727 0.097 3.660
Br 2.565 -0.116 3.379
H 4.347 -0.569 1.732
C 8.947 -2.551 4.776
Br 7.842 -2.774 3.218
Br 10.399 -3.805 4.810
Br 9.565 -0.737 4.941
H 8.328 -2.756 5.637
C -0.484 -4.167 -5.223
Br -1.767 -3.889 -3.819
Br 0.377 -2.523 -5.724
Br 0.797 -5.528 -4.768
H -1.027 -4.520 -6.087
C 11.484 2.424 6.975
Br 12.391 0.811 6.460
Br 12.601 3.566 8.039
Br 10.772 3.347 5.443
H 10.644 2.135 7.589
C 3.925 4.092 -3.994
Br 3.176 2.849 -2.714
Br 2.865 5.693 -4.104
Br 5.759 4.470 -3.604
H 3.887 3.610 -4.960
C 1.126 -8.006 -1.728
Br -0.563 -7.240 -1.225
Br 2.358 -8.020 -0.253
Br 0.913 -9.750 -2.502
H 1.549 -7.367 -2.489
*
```

Calculated values
Maximum force = 3.1 eV/Å
E_HOMO = -11.295 eV
E_LUMO = -4.2 eV
Kohn-Sham gap = 7.06 eV

The molecule's Löwdin atomic charges, reported in e, are given here: C 0.133; C -0.131; C -0.189; C -0.234; C -0.193; N 0.067; C -0.377; N -0.017; N 0.202; H -0.079; H 0.102; H 0.126; H 0.041; H 0.072; H 0.125; H 0.006; H 0.160; H 0.127; H 0.094; H -0.003; H 0.152; C -1.623; Br 0.589; Br 0.588; Br 0.682; H -0.030; C -1.591; Br 0.583; Br 0.649; Br 0.587; H -0.073; C -1.619; Br 0.559; Br 0.583; Br 0.588; H -0.043; C -1.640; Br 0.570; Br 0.573; Br 0.564; H -0.031; C -1.638; Br 0.586; Br 0.553; Br 0.550; H -0.029; C -1.642; Br 0.571; Br 0.558; Br 0.552; H -0.031; C -1.621; Br 0.611; Br 0.596; Br 0.592; H -0.080; C -1.642; Br 0.543; Br 0.597; Br 0.539; H -0.028; C -1.617; Br 0.527; Br 0.582; Br 0.593; H -0.025; C -1.657; Br 0.550; Br 0.586; Br 0.558; H -0.030; C -1.620; Br 0.591; Br 0.616; Br 0.625; H -0.023; C -1.664; Br 0.535; Br 0.576; Br 0.592; H -0.078

=====

# 4
A structure of composition C18H24BrCoF2N6, computed with ωB97M-V/def2-TZVPD.

Geometry as ORCA input:
```
! RIJCOSX wB97M-V def2-TZVPD def2/J DEFGRID3
* xyz 0 5
Co -0.659 0.099 0.004
C 2.121 3.023 4.009
C 2.151 1.634 3.440
C 2.882 0.602 4.012
C 2.847 -0.666 3.458
C 2.066 -0.843 2.328
Br 1.947 -2.595 1.594
N 1.368 0.112 1.750
C 1.414 1.328 2.305
H 2.870 3.141 4.791
H 1.145 3.247 4.440
H 2.316 3.771 3.241
H 3.475 0.787 4.898
H 3.393 -1.490 3.888
H 0.826 2.081 1.798
C -0.901 0.252 -3.988
C -2.065 -0.337 -3.202
C -3.356 -0.319 -4.036
C -2.282 0.419 -1.941
H -0.682 -0.338 -4.879
H 0.006 0.310 -3.387
H -1.141 1.266 -4.314
H -1.845 -1.384 -2.964
H -3.672 0.704 -4.247
H -4.176 -0.820 -3.523
H -3.195 -0.824 -4.990
H -2.962 0.032 -1.185
H -2.223 1.502 -1.983
C -1.420 -4.931 -1.874
C -0.621 -3.683 -1.728
C 0.603 -3.318 -2.253
C 0.856 -2.030 -1.759
N -0.145 -1.643 -0.976
N -1.045 -2.651 -0.987
C 2.038 -1.154 -1.977
H -0.915 -5.618 -2.548
H -2.408 -4.717 -2.282
H -1.548 -5.433 -0.917
H 1.224 -3.907 -2.900
H -1.889 -2.533 -0.436
H 2.201 -0.964 -3.038
H 2.939 -1.617 -1.575
H 1.919 -0.192 -1.475
F -2.877 -1.476 0.894
C -1.752 -0.767 1.453
F -2.319 0.106 2.337
H -1.257 -1.542 2.060
N -3.189 4.638 2.781
C -2.556 4.353 1.860
N -1.827 4.139 0.780
C -1.265 3.052 0.491
N -0.640 2.128 0.113
*
```

Calculated values
Maximum force = 0.9 eV/Å
E_HOMO (alpha / beta) = -8.255 / -8.501 eV
E_LUMO (alpha / beta) = 0.2 / -0.9 eV
<S²> = 6.0118
Kohn-Sham gap (alpha / beta) = 8.48 / 7.62 eV

The molecule's Löwdin atomic charges, reported in e, are given here: Co 0.683; C -0.037; C -0.239; C -0.015; C -0.102; C -0.731; Br 0.767; N 0.031; C -0.080; H 0.077; H 0.092; H 0.086; H 0.120; H 0.100; H 0.084; C -0.074; C -0.502; C -0.071; C -0.005; H 0.082; H 0.056; H 0.086; H 0.105; H 0.083; H 0.077; H 0.078; H 0.067; H 0.064; C -0.007; C -0.291; C 0.031; C -0.368; N -0.026; N 0.068; C -0.033; H 0.083; H 0.086; H 0.087; H 0.116; H 0.140; H 0.083; H 0.079; H 0.071; F -0.132; C -0.376; F -0.044; H 0.077; N 0.090; C -0.400; N 0.079; C -0.346; N 0.049

=====

What is the maximum force in the third record? 3.1 eV/Å

=====

The highest maximum force belongs to which entry? C18H24Br36N3